No. 1
DFT (ωB97M-V/def2-TZVPD) results for a cluster of 2 separate species, C5H14 in total.

Geometry as XYZ:
```
19
Properties=species:S:1:pos:R:3:forces:R:3:mulliken_spin:R:1
C -0.892 -2.486 0.755 0.7 -0.3 0.9 1.61
C -1.437 -1.656 -0.374 -2.5 0.1 -0.1 1.54
H -0.852 -3.564 0.576 0.0 0.1 -0.4 -0.62
H 0.095 -2.177 1.116 0.1 -0.1 -0.4 -0.37
H -1.493 -2.406 1.670 -0.3 0.3 -0.3 -0.24
H -1.479 -0.592 -0.165 0.7 0.1 0.0 -0.16
H -2.531 -1.816 -0.410 0.1 -0.4 0.1 -0.68
H -1.210 -1.858 -1.420 0.9 0.0 0.2 -0.40
C 0.515 1.132 0.121 -0.9 0.3 -0.6 0.01
C 1.452 0.691 -0.998 -0.1 -0.6 -0.1 0.76
C 0.693 2.582 0.537 0.3 0.4 0.6 0.70
H -0.492 1.103 -0.294 -0.1 0.0 -0.1 -0.13
H 0.419 0.389 0.910 0.6 0.1 0.2 0.30
H 1.704 1.515 -1.669 0.2 0.1 0.2 0.07
H 1.729 2.914 0.587 0.2 -0.2 0.0 -0.04
H 0.217 3.245 -0.182 -0.1 0.0 -0.2 -0.05
H 0.956 -0.049 -1.638 0.0 -0.1 0.1 -0.09
H 2.352 0.192 -0.631 0.2 0.3 0.0 -0.48
H 0.256 2.840 1.507 -0.1 -0.3 0.0 -0.72
```
Forces are in eV/Å.

The total energy is -5409.9818 eV. Its charge is -1. Its spin multiplicity is 2. As for the HOMO energy (alpha / beta): 1.6 / -7.3 eV. The largest force on an atom is 2.5 eV/A. Its lowest unoccupied orbital energy (alpha / beta) is 4.16 / 4.30 eV. As for the frontier orbital gap (alpha / beta): 2.6076 / 11.6440 eV.

=====

No. 2
DFT (ωB97M-V/def2-TZVPD) results for the ion CH2I4N2P with charge +1.

Geometry as XYZ:
```
10
Properties=species:S:1:pos:R:3:forces:R:3:nbo_charge:R:1
C -0.739 0.420 -0.120 -1.2 -1.2 0.7 0.38
N 0.451 0.153 -0.595 -2.1 0.0 -0.7 -1.03
N -1.755 -0.470 -0.091 1.7 -2.6 -1.9 -0.74
P 1.640 1.051 -1.048 1.4 0.6 0.1 1.04
I 1.279 -2.588 0.169 0.5 -0.7 0.3 0.10
I -3.527 -0.545 0.903 0.2 0.5 0.0 0.49
I 3.253 -0.875 0.555 0.0 -0.1 -0.1 0.20
I 1.921 2.931 0.507 -0.2 -0.2 -0.2 -0.09
H -0.909 1.399 0.314 -0.4 0.2 0.2 0.20
H -1.613 -1.477 -0.594 0.1 3.5 1.5 0.45
```
Forces are in eV/Å.

The total energy is -45733.2637 eV. Its charge is +1. As for the HOMO energy: -12.8 eV. The largest force on an atom is 3.8 eV/A. Its lowest unoccupied orbital energy is -5.72 eV. As for the frontier orbital gap: 7.0383 eV.